1.
Molecular formula: C19H42NO2P3PbSe
Method: DFT, wB97M-V/def2-TZVPD

Calculated values
net charge: +4
spin multiplicity: 1
energy above the lowest of the compared OMol25 structures with the same formula, charge and spin: 0.0 kcal/mol
total energy: -4571.23797 a.u.

The geometry in XYZ format:
```
69
Properties=species:S:1:pos:R:3:forces:R:3
Pb 0.215 0.345 0.861 0.4711 1.3671 0.0788
Se -2.740 -3.147 -2.035 1.3071 -0.7597 -0.3837
P -2.457 0.823 1.449 -1.4611 -0.3268 0.8165
P 1.595 2.758 1.694 0.8017 1.1437 1.0819
P -0.217 2.060 -1.658 -0.2770 0.2973 -1.1153
O 1.054 -1.403 2.354 -0.4378 0.7534 -0.6263
O 0.546 0.081 4.009 0.6649 -1.7997 -1.2935
N 2.464 -2.960 3.674 0.6733 -0.6447 -0.0832
C -0.694 3.831 -1.576 0.0503 -0.0516 0.6021
C -2.081 -5.157 -4.002 0.0050 -0.6460 -0.9082
C 1.031 -0.982 3.576 -0.4964 1.5387 0.8540
C -3.326 2.369 1.021 0.6823 0.4377 -0.3774
C -1.559 -4.218 -3.081 -0.7355 0.4060 0.4996
C 2.763 -0.559 -1.138 -0.2794 -0.1924 0.0235
C -2.758 0.562 3.228 0.5002 0.0862 0.0348
C 0.167 -5.667 -4.768 -0.1211 -0.1441 -0.2011
C -3.452 -0.493 0.672 0.3908 -0.2771 -0.4294
C 2.794 3.601 0.590 -0.1948 -0.6851 -0.6849
C 0.512 4.141 2.218 -0.7223 -0.4961 -0.2716
C 1.065 2.126 -2.967 0.3518 -0.2560 0.4440
C 1.738 -1.955 4.518 0.0283 -0.0904 0.0099
C -1.621 1.374 -2.620 -0.0720 -0.2953 0.3010
C -1.217 -5.870 -4.841 -1.0384 0.2663 0.4224
C 0.687 -4.762 -3.833 -0.1618 0.8914 1.0439
C 2.613 2.529 3.196 -0.1582 -0.6790 0.0026
C -0.169 -4.067 -2.981 1.5414 -0.0568 -0.2574
C 1.716 -1.304 -1.538 0.1400 0.3630 0.3663
H -3.402 2.481 -0.075 0.0015 -0.0304 0.4897
H -3.440 -0.392 -0.425 -0.0824 0.0241 0.3356
H -3.156 -5.311 -4.060 0.1707 -0.0498 -0.0936
H 1.987 2.184 4.027 0.1586 0.0722 -0.1776
H -2.570 1.523 -2.086 0.1899 -0.0167 -0.1909
H 0.149 4.444 -1.235 -0.2172 -0.0968 -0.1043
H 1.765 -4.599 -3.768 -0.3751 -0.0993 -0.0036
H 0.238 -3.379 -2.241 -0.0594 -0.2577 -0.3057
H 1.161 -1.111 -2.461 0.3066 0.0221 0.2052
H -2.410 -0.439 3.520 -0.0643 0.3249 -0.0263
H 1.037 -2.508 5.146 -0.0644 0.2047 -0.0447
H 2.299 3.992 -0.310 0.1785 -0.0650 0.2353
H 3.150 0.285 -1.715 -0.1992 -0.3187 0.0875
H 0.840 -6.210 -5.432 -0.1930 0.1073 0.1555
H -3.834 0.643 3.425 0.1505 0.0148 -0.1133
H 1.121 4.950 2.643 -0.0036 -0.2818 -0.1433
H 1.876 -3.360 2.925 0.1505 0.4329 0.3668
H 3.274 4.432 1.126 -0.2614 -0.2492 0.0251
H 2.466 -1.456 5.163 -0.1986 -0.0012 -0.1230
H -1.533 3.965 -0.882 0.1500 0.0859 -0.1875
H 3.310 -0.791 -0.218 -0.1793 -0.0335 -0.3455
H 3.394 1.782 3.001 -0.1084 0.1910 0.1141
H -3.038 -1.479 0.940 -0.2002 0.2925 0.0059
H -2.768 3.229 1.433 -0.3242 -0.2734 -0.1559
H 3.089 3.482 3.464 -0.1566 -0.1550 -0.1796
H -4.337 2.358 1.453 0.2574 -0.1549 -0.0316
H -0.060 4.528 1.363 0.1343 -0.0156 0.2412
H -1.477 0.298 -2.784 -0.0572 0.2377 -0.0609
H 3.567 2.882 0.284 -0.1091 0.2720 0.0351
H 1.395 1.115 -3.231 -0.0525 0.2379 -0.0639
H 2.803 -3.738 4.241 0.0295 -0.1506 0.2441
H -2.220 1.320 3.815 -0.1627 -0.2845 -0.0756
H -0.189 3.780 2.983 0.1692 0.1928 -0.1287
H 3.306 -2.562 3.232 -0.4082 -0.0395 0.0689
H -1.636 -2.578 -1.165 -0.5879 -0.3528 -0.6036
H 0.644 2.619 -3.851 0.0429 -0.0869 0.1745
H -0.996 4.166 -2.576 0.0695 -0.1158 0.1704
H -4.490 -0.433 1.029 0.2676 0.0546 -0.0528
H 1.933 2.698 -2.619 -0.1376 -0.1123 -0.1267
H -1.668 1.886 -3.591 -0.0454 -0.1401 0.2510
H -1.626 -6.587 -5.558 0.0896 0.2559 0.2767
H 1.376 -2.164 -0.952 0.2783 0.2083 -0.0930
```
Forces are in eV/Å.

=====

2.
Molecular formula: C19H42NO2P3SeSn
Method: DFT, wB97M-V/def2-TZVPD

Calculated values
net charge: +4
spin multiplicity: 1
energy above the lowest of the compared OMol25 structures with the same formula, charge and spin: 1.8 kcal/mol
total energy: -4592.70011 a.u.

The geometry in XYZ format:
```
69
Properties=species:S:1:pos:R:3:forces:R:3
Sn 0.359 0.872 0.314 1.1166 1.4946 0.2025
Se -0.680 -3.999 -0.514 -1.6356 0.1568 -0.4815
P 0.377 1.115 -2.457 0.2485 0.1786 -1.3578
P -0.374 0.235 2.853 0.0265 -0.5852 1.5626
P 2.711 -0.350 0.310 0.3079 -0.3984 0.2655
O 0.977 3.422 -0.105 -0.0110 -0.8567 1.1289
O 1.721 2.530 1.817 -0.7234 0.6281 -1.0158
N 2.074 5.629 0.077 0.6027 0.1326 -0.1324
C 1.687 2.215 -3.076 0.2115 0.2224 0.2794
C 3.945 0.255 -0.870 -0.0303 0.2391 -0.1138
C -4.262 -6.070 -1.225 1.2054 -0.0568 0.2210
C 0.686 -0.396 -3.429 0.0362 -0.3352 0.4655
C -5.208 -5.057 -1.443 -0.0451 -0.2718 0.0095
C -2.473 1.445 -0.056 -0.5884 -1.1997 -0.3978
C -2.412 0.109 -0.317 -0.5983 1.1885 0.2141
C -2.926 -5.739 -0.983 -0.6629 -1.1241 -0.0246
C 2.090 4.886 1.377 -0.3020 0.2769 0.1761
C -4.805 -3.711 -1.452 1.3980 1.0735 0.1905
C 1.537 3.511 1.046 0.1815 -1.1265 -0.6107
C -1.090 1.772 -3.307 -0.2736 0.1502 0.4107
C 3.449 -0.226 1.960 0.1031 0.1255 0.0342
C -2.073 0.628 3.348 -0.1562 0.2615 -0.3992
C -2.518 -4.387 -0.951 1.0225 0.4341 0.2187
C -0.263 -1.562 3.146 0.0825 -0.1052 -0.3941
C -3.464 -3.377 -1.218 -1.3960 0.6191 -0.2511
C 2.554 -2.127 -0.035 -0.1792 -0.1063 -0.0910
C 0.617 0.917 4.215 0.2399 0.3081 -0.1712
H 1.730 -0.711 -3.297 -0.2879 -0.0492 -0.1378
H 1.890 -2.599 0.703 0.2404 0.0913 -0.0993
H -2.189 -6.525 -0.806 -0.2916 0.1222 -0.0548
H 3.621 0.066 -1.904 0.1686 0.0580 0.3395
H -1.989 1.232 -2.986 0.0988 0.1885 -0.2529
H -2.558 -0.653 0.455 0.0475 0.3496 -0.0145
H 1.358 3.254 -2.960 0.1709 -0.2219 -0.0383
H -4.564 -7.115 -1.243 0.0884 0.2020 0.0202
H 0.014 -1.193 -3.084 0.1887 0.0315 -0.2874
H 1.391 5.106 -0.521 0.2843 0.3936 0.1383
H 4.887 -0.283 -0.680 -0.2189 0.1430 -0.0851
H -0.942 1.636 -4.388 -0.0755 0.1066 0.3135
H 1.457 5.415 2.099 0.1127 -0.2197 -0.0893
H 0.235 0.494 5.155 0.0771 0.0724 -0.2242
H -0.742 -1.792 4.110 0.1830 0.0148 -0.3107
H 0.791 -1.871 3.175 -0.3196 0.0060 0.0473
H 0.511 2.009 4.235 0.1028 -0.2878 0.0524
H -2.677 1.850 0.938 0.1457 -0.3114 -0.1916
H -2.255 0.178 4.335 0.0468 0.1501 -0.2600
H -3.147 -2.329 -1.230 -0.2746 -0.5150 -0.0237
H 3.548 -2.594 0.022 -0.2652 0.0528 -0.0164
H 1.679 0.660 4.098 -0.3426 0.1242 0.0849
H 2.934 -0.905 2.654 0.2383 0.1899 -0.1928
H -2.428 2.203 -0.843 0.0798 -0.3618 0.1044
H 3.010 5.561 -0.341 -0.3074 0.1413 -0.1893
H 4.508 -0.512 1.871 -0.2625 -0.0198 0.1781
H -0.792 -2.492 -0.627 -0.1393 -0.8521 -0.0048
H -0.776 -2.102 2.339 0.0702 -0.0414 0.2878
H 2.138 -2.287 -1.040 0.1969 0.0260 0.1960
H -6.255 -5.310 -1.608 0.2121 0.0216 0.0079
H 3.105 4.838 1.766 -0.0722 -0.0420 0.0578
H 1.846 1.998 -4.141 -0.0280 0.0957 0.2416
H 1.855 6.623 0.148 -0.1387 0.0666 0.1122
H -2.189 1.717 3.413 -0.0896 -0.2497 0.0601
H -5.534 -2.921 -1.639 0.2304 -0.2594 0.0454
H 3.384 0.807 2.329 0.0474 -0.3123 -0.1047
H -2.333 -0.288 -1.333 0.1015 0.3446 0.1754
H 2.628 2.065 -2.529 -0.2561 0.1149 -0.2502
H 0.493 -0.172 -4.489 0.1158 -0.1569 0.3423
H -2.788 0.227 2.621 0.0116 0.0709 0.2733
H 4.111 1.332 -0.721 0.0194 -0.3349 -0.0798
H -1.201 2.840 -3.079 -0.0900 -0.2664 -0.1093
```
Forces are in eV/Å.